C57H80GeNNaO5P2SeSi | the ωB97M-V functional and the def2-TZVPD basis

Geometry as XYZ:
```
149
Properties=species:S:1:pos:R:3:mulliken_charge:R:1
Na 0.60607 -0.25646 1.17024 0.813
C -0.94742 4.05453 -1.72971 -1.587
Si -0.53148 2.15367 -1.57837 0.050
C -1.67612 1.68103 -0.08887 1.450
C -1.98262 2.55755 0.95458 -0.723
C -3.04749 2.33158 1.81196 -0.440
C -3.78966 1.17083 1.69374 -0.822
C -3.48874 0.25691 0.69471 -0.361
C -2.46638 0.51411 -0.22101 -0.730
P -2.25996 -0.51611 -1.73259 1.116
C -3.87646 0.00563 -2.55191 -0.102
C -3.81977 1.46903 -2.99551 0.034
C -5.15049 1.88184 -3.62802 -1.070
C -5.47487 0.99411 -4.82926 -0.665
C -5.50668 -0.47510 -4.41068 -1.077
C -4.17823 -0.87523 -3.76555 0.075
C -2.72946 -2.24725 -1.05048 2.191
C -2.05402 -3.22563 -2.02292 -0.828
C -2.08060 -4.67980 -1.53840 -0.685
C -3.40204 -5.03803 -0.83278 -0.301
C -4.51321 -4.07737 -1.24487 -1.071
C -4.18891 -2.66147 -0.75481 0.276
C 1.34767 2.25937 -1.13730 1.229
C 1.82978 3.31459 -0.36106 -0.462
C 3.17764 3.46525 -0.07380 -0.854
C 4.08300 2.54785 -0.57162 -1.028
C 3.63631 1.48952 -1.34527 -0.527
C 2.28494 1.33908 -1.65241 -0.138
P 1.60800 -0.10520 -2.55759 0.893
C 3.11356 -1.25989 -2.61730 0.480
C 4.23219 -0.96885 -3.62021 -1.408
C 5.43041 -1.88207 -3.35285 -0.993
C 5.02488 -3.34379 -3.52921 -1.138
C 3.84476 -3.68576 -2.62136 -0.167
C 2.67263 -2.71776 -2.80133 -0.406
C 1.60410 0.47430 -4.36683 0.159
C 0.76859 -0.54575 -5.15076 0.667
C 0.74579 -0.21815 -6.64425 -1.041
C 0.21132 1.19296 -6.87606 -0.428
C 1.06344 2.20548 -6.11239 -1.176
C 1.05497 1.87673 -4.61831 0.099
H -0.81743 4.59372 -0.78129 0.384
H -1.98433 4.20240 -2.04259 0.231
H -0.30030 4.53054 -2.47073 0.290
H -1.40452 3.47058 1.07364 0.175
H -3.29667 3.05776 2.57842 0.365
H -4.62493 0.98450 2.36203 0.382
H -4.09304 -0.63700 0.59779 -0.039
H -4.68784 -0.08519 -1.81612 0.568
H -3.00899 1.59679 -3.71854 -0.078
H -3.59311 2.10713 -2.13888 -0.001
H -5.11196 2.92964 -3.94073 0.413
H -5.94934 1.78747 -2.88337 0.347
H -4.70138 1.12858 -5.59295 0.270
H -6.43463 1.28177 -5.27080 0.460
H -5.71095 -1.11104 -5.27824 0.375
H -6.31676 -0.63029 -3.68912 0.372
H -3.36804 -0.75748 -4.49361 0.018
H -4.21385 -1.92771 -3.47577 -0.143
H -2.15480 -2.26833 -0.11313 -1.051
H -1.02234 -2.90127 -2.15969 -0.256
H -2.53303 -3.15535 -3.00452 0.316
H -1.24578 -4.85164 -0.85543 0.023
H -1.92776 -5.34005 -2.39669 0.471
H -3.27880 -4.96943 0.25325 -0.142
H -3.68387 -6.06843 -1.06524 0.510
H -5.46725 -4.39654 -0.81226 0.571
H -4.63368 -4.09756 -2.33262 0.312
H -4.34689 -2.64725 0.32855 -0.791
H -4.90545 -1.96325 -1.19560 0.230
H 1.12916 4.04569 0.03452 0.224
H 3.51475 4.28017 0.55872 0.351
H 5.13675 2.63285 -0.33280 0.338
H 4.36521 0.76412 -1.67969 0.210
H 3.51124 -1.18201 -1.59634 0.406
H 4.54464 0.07728 -3.58096 0.629
H 3.87264 -1.17253 -4.63558 0.415
H 5.79215 -1.72965 -2.33150 0.359
H 6.24767 -1.63577 -4.03956 0.403
H 5.86697 -3.99691 -3.28622 0.471
H 4.75458 -3.52048 -4.57802 0.365
H 4.17777 -3.65539 -1.58296 -0.150
H 3.50888 -4.70708 -2.82517 0.526
H 1.90268 -2.95639 -2.06458 -0.520
H 2.24016 -2.85762 -3.79877 0.213
H 2.63397 0.46162 -4.73670 0.593
H -0.24809 -0.53972 -4.74307 -0.565
H 1.17178 -1.55092 -5.00537 -0.246
H 0.13512 -0.95007 -7.18340 0.378
H 1.76577 -0.28269 -7.04136 0.347
H -0.82049 1.24895 -6.51250 0.091
H 0.20253 1.42425 -7.94668 0.422
H 0.67384 3.21581 -6.27092 0.402
H 2.09002 2.17823 -6.49874 0.391
H 0.03023 1.93019 -4.24458 -0.480
H 1.64032 2.61358 -4.06242 0.233
O 5.98851 -5.11542 1.11113 -0.761
C 4.83934 -5.52263 0.85911 0.538
O 4.44796 -6.66671 0.54632 -0.770
C 3.71563 -4.44697 0.93710 -0.237
C 2.40488 -4.77634 0.60149 -0.318
C 1.43071 -3.79988 0.66386 -0.729
N 1.66253 -2.54432 1.05107 0.751
C 2.91767 -2.22831 1.40202 0.903
C 3.96501 -3.14139 1.33749 -0.674
C 3.09335 -0.79519 1.90104 -0.470
O 3.75814 -0.60790 2.93016 -0.846
O 2.48536 0.07667 1.21495 -0.476
H 2.18298 -5.79055 0.29634 0.457
H 0.39857 -4.02124 0.39879 0.098
H 4.97069 -2.85006 1.60740 0.630
C -4.73867 -5.35396 4.09373 -1.273
Ge -4.13910 -3.47542 3.83681 0.652
C -3.98884 -2.58343 5.59198 -0.905
C -5.51700 -2.52817 2.78626 -0.755
C -2.43048 -3.42524 2.85679 -0.401
Se -1.61857 -1.61356 2.81237 0.349
C -0.08233 -2.08855 3.89103 -1.238
H -5.67610 -5.40352 4.64919 0.372
H -3.98545 -5.91860 4.64424 0.377
H -4.88922 -5.84168 3.13018 0.354
H -4.97584 -2.39412 6.01600 0.417
H -3.47789 -1.62841 5.46204 0.050
H -3.41806 -3.18200 6.30242 0.333
H -6.44895 -2.42737 3.34345 0.515
H -5.72680 -3.05383 1.85425 0.308
H -5.14870 -1.53094 2.54099 -0.131
H -2.58032 -3.75292 1.82688 -0.474
H -1.69535 -4.08905 3.31188 0.722
H -0.41530 -2.43782 4.86738 0.504
H 0.53299 -1.20080 4.00120 0.260
H 0.49102 -2.85376 3.37364 0.234
C 1.34051 2.31704 3.21200 -1.039
C 0.00172 1.69235 3.48629 0.293
O -0.36739 0.75096 2.79707 0.188
C -0.84322 2.22863 4.55991 0.480
C -2.01647 1.55227 4.91973 0.573
C -2.83671 2.02938 5.92148 -0.882
C -2.51068 3.20437 6.58986 -0.425
C -1.35209 3.88803 6.24371 -0.855
C -0.53157 3.41268 5.23771 -0.684
H 1.90750 1.66277 2.54498 -0.297
H 1.90657 2.47640 4.13002 0.521
H 1.20474 3.27809 2.70836 0.326
H -2.25750 0.64401 4.37959 0.162
H -3.73818 1.49400 6.19332 0.402
H -3.15023 3.58334 7.37694 0.393
H -1.09004 4.79424 6.77595 0.374
H 0.35929 3.96808 4.97668 0.417
```

The calculation puts the lowest unoccupied orbital energy at 3.2 eV. The energy is -224873.7314 eV. As for the total charge: -2. The energy relative to the best compared isomer or geometry (same formula, charge and spin) is 140.6 kJ/mol. As for the frontier orbital gap: 0.1416 Eh.

***

C27H24N2O6S | the ωB97M-V functional and the def2-TZVPD basis

Geometry as XYZ:
```
60
Properties=species:S:1:pos:R:3:nbo_charge:R:1
C -3.12610 -1.13305 -1.41622 -0.391
C -2.67540 0.10694 -1.46719 -0.196
C -2.73913 1.07978 -0.32268 -0.264
N -1.68297 2.06495 -0.38609 -0.694
S -0.43920 2.01921 0.71357 2.345
O 0.02305 3.34853 0.95930 -0.917
O -0.93101 1.26099 1.84456 -0.983
C 0.90287 1.00750 0.08081 -0.311
C 0.61276 -0.19855 -0.51592 -0.107
C 1.64936 -1.08641 -0.79133 -0.177
C 2.96431 -0.72086 -0.51067 -0.137
C 3.24106 0.51109 0.05515 -0.217
C 2.20219 1.37112 0.38068 -0.179
H 2.37541 2.31958 0.86417 0.244
H 4.26076 0.78978 0.27307 0.226
H 3.75071 -1.42979 -0.72126 0.243
C 1.37418 -2.49597 -1.18135 0.790
O 2.23012 -3.33151 -1.31674 -0.571
O 0.05709 -2.74950 -1.26651 -0.517
C -0.32103 -4.10585 -1.07191 -0.176
H -1.39164 -4.15607 -1.27921 0.211
C -0.03494 -4.56173 0.37801 0.556
O 0.19578 -5.72551 0.61274 -0.533
C -0.01494 -3.48801 1.35394 -0.277
C -0.70771 -2.29453 1.31004 0.058
N -0.34874 -1.49772 2.33949 -0.538
C 0.61704 -2.13113 3.07700 0.191
C 1.31731 -1.70274 4.19677 -0.256
C 2.23707 -2.57385 4.74142 -0.214
C 2.45998 -3.83795 4.18803 -0.231
C 1.77418 -4.26725 3.07292 -0.178
C 0.83688 -3.40682 2.50878 -0.079
H 1.94239 -5.24129 2.64180 0.232
H 3.18786 -4.48831 4.64999 0.211
H 2.79925 -2.27614 5.61417 0.211
H 1.14329 -0.72334 4.61588 0.216
H -0.65287 -0.53650 2.45744 0.452
H -1.48168 -1.99889 0.62852 0.219
H 0.22244 -4.77018 -1.75093 0.229
H -0.40447 -0.45660 -0.75636 0.236
C -1.77656 3.18188 -1.23278 0.074
C -2.93736 3.93189 -1.34320 -0.200
C -2.98183 5.05088 -2.15760 -0.228
C -1.85397 5.43923 -2.85260 -0.188
C -0.68327 4.70438 -2.75060 -0.306
C -0.63615 3.56891 -1.95580 0.376
O 0.45041 2.74994 -1.82861 -0.533
C 1.66800 3.16897 -2.40242 -0.253
H 1.59510 3.22752 -3.49307 0.182
H 2.39772 2.40726 -2.13166 0.208
H 1.98287 4.13571 -2.00027 0.186
H 0.18597 5.02203 -3.30352 0.224
H -1.87512 6.31714 -3.47966 0.218
H -3.89390 5.62212 -2.23287 0.219
H -3.81219 3.64934 -0.77861 0.216
H -3.71543 1.57866 -0.33142 0.217
H -2.63795 0.57178 0.63853 0.247
H -2.24443 0.50505 -2.37627 0.211
H -3.08096 -1.78900 -2.26801 0.210
H -3.57648 -1.53711 -0.52345 0.193
```

The calculation puts the lowest unoccupied orbital energy at 0.1 eV. The energy is -54488.0496 eV. The energy relative to the best compared isomer or geometry (same formula, charge and spin) is 186.8 kJ/mol. As for the frontier orbital gap: 0.2983 Eh.

***

C3H5CuO4 | the ωB97M-V functional and the def2-TZVPD basis

Geometry as XYZ:
```
13
Properties=species:S:1:pos:R:3:nbo_charge:R:1
O -1.17334 -1.21471 -1.54733 -0.593
C -1.12258 -0.89956 -0.37112 0.995
C 1.07715 1.13536 0.00798 -0.084
O -0.27144 1.42835 0.19649 -0.978
O -0.02696 -0.93146 0.43079 -0.527
C 1.15499 -0.38116 -0.16982 -0.112
H 1.80571 1.45111 0.78134 0.132
H 1.47271 1.60218 -0.91632 0.153
H 2.03052 -0.88560 0.25413 0.189
H 1.22712 -0.55273 -1.25406 0.200
O -2.18569 -1.14581 0.45207 -0.726
H -2.93128 -0.60697 0.16233 0.498
Cu -1.05691 1.00101 1.97353 0.854
```

The calculation puts the lowest unoccupied orbital energy at -1.4 eV. The energy is -56019.1800 eV. The energy relative to the best compared isomer or geometry (same formula, charge and spin) is 55.4 kJ/mol. As for the frontier orbital gap: 0.2752 Eh.